# 1
Density functional theory data (ωB97M-V with the def2-TZVPD basis set) for an isolated molecule of C5H10O.

Geometry as XYZ:
```
16
Properties=species:S:1:pos:R:3:mulliken_charge:R:1
O -1.758 0.117 0.879 -0.556
C -1.083 0.230 -0.368 0.142
C -0.242 -1.019 -0.644 -0.890
C 0.853 -0.900 0.418 -0.462
C 1.224 0.598 0.370 -0.565
C -0.026 1.323 -0.200 -0.778
H -2.043 -0.801 0.979 0.334
H -1.808 0.450 -1.167 0.320
H -0.826 -1.949 -0.610 0.352
H 0.195 -0.946 -1.648 0.299
H 1.705 -1.564 0.242 0.373
H 0.433 -1.150 1.400 0.245
H 1.511 0.979 1.354 0.284
H 2.083 0.748 -0.294 0.277
H -0.410 2.106 0.460 0.341
H 0.192 1.780 -1.172 0.284
```

Its energy above the lowest of the compared OMol25 structures with the same formula, charge and spin is 3.5 kcal/mol. The LUMO energy is 1.0 eV. Its SMILES is OC1CCCC1. The HOMO energy is -10.2 eV.


# 2
Density functional theory data (ωB97M-V with the def2-TZVPD basis set) for a structure of composition C47H41N2NaO3P2S2.

Geometry as XYZ:
```
98
Properties=species:S:1:pos:R:3:mulliken_charge:R:1
Na 0.565 -0.428 -0.537 0.552
C -2.791 4.841 -5.225 -1.796
C -1.467 4.228 -4.744 1.971
C -0.296 4.890 -5.494 -1.707
C -1.304 4.477 -3.246 0.894
C -1.391 5.764 -2.717 -0.618
C -1.167 6.015 -1.373 -1.496
C -0.824 4.971 -0.523 0.186
C -0.733 3.672 -1.001 -0.107
P -0.086 2.239 -0.025 1.888
C -0.709 2.550 1.666 0.180
C -0.003 2.068 2.772 -0.892
C -0.569 2.091 4.041 -0.771
C -1.851 2.590 4.226 -0.586
C -2.568 3.057 3.132 -0.754
C -2.003 3.033 1.863 -0.782
C 1.686 2.733 0.069 0.607
C 2.196 3.668 0.973 -0.205
C 3.534 4.025 0.933 -0.742
C 4.381 3.458 -0.015 -0.572
C 3.887 2.532 -0.917 -0.800
C 2.544 2.174 -0.874 -0.220
C -1.005 3.456 -2.356 -1.058
O -0.929 2.147 -2.761 -0.054
C -1.223 1.791 -4.051 -0.572
C -1.274 0.411 -4.270 0.240
C -1.485 -0.025 -5.569 -0.638
C -1.680 0.890 -6.598 -1.670
C -1.690 2.244 -6.324 -0.421
C -1.462 2.732 -5.036 0.652
P -1.080 -0.702 -2.809 1.486
C -0.938 -2.355 -3.586 0.101
C -1.998 -3.005 -4.223 -0.171
C -1.813 -4.248 -4.806 -0.727
C -0.562 -4.858 -4.763 -0.541
C 0.498 -4.220 -4.137 -0.581
C 0.311 -2.973 -3.546 -0.415
C -2.812 -0.753 -2.164 0.679
C -3.710 0.303 -2.316 -0.588
C -4.999 0.221 -1.793 -0.653
C -5.411 -0.922 -1.121 -0.581
C -4.519 -1.974 -0.951 -0.916
C -3.229 -1.883 -1.455 -0.165
H -2.787 5.925 -5.093 0.414
H -3.634 4.429 -4.666 0.360
H -2.954 4.643 -6.285 0.396
H -0.272 5.964 -5.294 0.406
H -0.397 4.745 -6.573 0.368
H 0.658 4.461 -5.179 0.382
H -1.624 6.594 -3.376 0.362
H -1.237 7.027 -0.993 0.398
H -0.611 5.170 0.522 0.480
H 0.991 1.655 2.640 0.538
H -0.004 1.717 4.888 0.440
H -2.293 2.608 5.216 0.421
H -3.572 3.440 3.267 0.434
H -2.580 3.387 1.015 0.440
H 1.544 4.121 1.711 0.326
H 3.919 4.749 1.642 0.419
H 5.429 3.733 -0.039 0.378
H 4.541 2.062 -1.639 0.458
H 2.174 1.446 -1.588 0.259
H -1.498 -1.085 -5.784 0.508
H -1.837 0.540 -7.612 0.394
H -1.865 2.945 -7.133 0.362
H -2.976 -2.538 -4.254 0.538
H -2.644 -4.744 -5.293 0.411
H -0.421 -5.833 -5.214 0.387
H 1.472 -4.691 -4.092 0.466
H 1.142 -2.492 -3.041 0.006
H -3.422 1.190 -2.869 0.414
H -5.686 1.049 -1.931 0.428
H -6.418 -0.990 -0.724 0.401
H -4.824 -2.865 -0.416 0.427
H -2.546 -2.713 -1.315 0.520
C 4.917 -3.016 1.235 -0.722
O 4.607 -2.494 -0.062 -0.329
C 3.429 -1.901 -0.281 0.521
S 2.273 -1.829 0.975 -0.475
S 3.230 -1.272 -1.833 -0.392
H 5.951 -3.343 1.164 0.233
H 4.270 -3.859 1.471 0.311
H 4.806 -2.257 2.005 0.311
N -3.536 -3.317 5.163 -0.336
C -3.972 -2.204 4.516 0.157
O -5.037 -1.674 4.767 -0.622
C -3.055 -1.644 3.461 0.799
C -1.689 -1.881 3.420 -1.032
C -0.943 -1.303 2.404 -0.355
N -1.480 -0.535 1.449 0.647
C -2.793 -0.308 1.510 -0.394
C -3.613 -0.831 2.492 -0.890
H -4.148 -3.729 5.845 0.238
H -2.732 -3.832 4.858 0.177
H -1.181 -2.472 4.173 0.385
H 0.129 -1.456 2.367 0.017
H -3.202 0.337 0.737 0.603
H -4.672 -0.614 2.516 0.572
```

Its energy above the lowest of the compared OMol25 structures with the same formula, charge and spin is 2.5 kcal/mol. The LUMO energy is 0.2 eV. The HOMO energy is -7.2 eV.


# 3
Density functional theory data (ωB97M-V with the def2-TZVPD basis set) for a cluster of 2 separate species, BrHOS in total.

Geometry as XYZ:
```
4
Properties=species:S:1:pos:R:3:mulliken_charge:R:1
O -1.209 0.452 -0.064 -0.380
S -0.048 -0.673 0.003 0.060
Br 3.349 0.150 0.031 -0.044
H -2.092 0.071 0.030 0.363
```

Its energy above the lowest of the compared OMol25 structures with the same formula, charge and spin is 42.1 kcal/mol. The LUMO energy (spin up / spin down) is -1.9 / -3.2 eV. The HOMO energy (spin up / spin down) is -9.5 / -9.8 eV.


# 4
Density functional theory data (ωB97M-V with the def2-TZVPD basis set) for a structure of composition C18H16O6 at a distorted geometry.

Geometry as XYZ:
```
40
Properties=species:S:1:pos:R:3:mulliken_charge:R:1
C 1.259 3.115 6.019 -1.236
C 0.217 3.123 4.846 -0.364
H -0.037 4.048 4.602 0.486
H -0.614 2.622 5.285 0.343
O 0.831 2.721 3.658 -0.338
C 0.592 1.324 3.730 0.339
O 0.068 0.668 4.659 -0.610
C 1.257 0.742 2.386 0.254
C 1.763 1.449 1.363 -0.708
C 1.992 0.546 0.308 -0.827
C 1.651 -0.887 0.995 0.369
O 1.261 -0.632 2.206 -0.373
C 1.848 -1.918 0.225 -1.009
H 2.351 -2.156 -0.545 0.826
C 0.477 -2.558 -0.120 0.529
O -0.298 -3.440 0.549 -0.646
C -0.318 -1.661 -1.234 1.218
C -1.615 -1.791 -1.618 -0.120
C -1.569 -1.008 -2.783 0.545
C -2.699 -0.452 -3.500 -0.868
C -2.174 0.575 -4.446 -0.269
C -1.100 1.065 -4.342 0.640
C -0.034 0.581 -3.611 -0.701
C -0.463 -0.333 -2.639 0.016
O 0.729 -1.056 -1.859 -0.412
H 1.001 1.063 -3.765 0.224
O -0.763 2.266 -5.491 -0.551
H 0.169 2.232 -5.389 0.241
H -3.090 1.010 -5.066 0.254
H -3.664 -0.806 -3.561 0.503
C -2.613 -2.842 -1.208 -1.891
H -3.427 -2.113 -1.061 0.384
H -2.414 -3.288 -0.310 0.441
H -2.850 -3.344 -1.994 0.508
H 2.132 -2.703 1.085 0.308
H 2.379 0.485 -0.584 0.962
H 1.937 2.505 1.211 0.473
H 1.343 2.092 6.369 0.321
H 1.001 3.593 6.974 0.377
H 2.184 3.527 5.834 0.365
```

Its energy above the lowest of the compared OMol25 structures with the same formula, charge and spin is 332.8 kcal/mol. The LUMO energy is -0.7 eV. The HOMO energy is -8.1 eV.


# 5
Density functional theory data (ωB97M-V with the def2-TZVPD basis set) for a structure of composition C36H59IrN5O8PSSi at a distorted geometry.

Geometry as XYZ:
```
112
Properties=species:S:1:pos:R:3:lowdin_spin:R:1
Ir -1.001 -2.748 0.239 1.599
C -2.813 -6.254 2.711 0.003
C -2.732 -5.098 1.762 0.006
O -1.657 -4.746 1.273 0.057
N -3.902 -4.505 1.482 -0.001
C -4.051 -3.328 0.647 0.021
C -3.751 -2.062 1.420 0.039
C -4.773 -1.343 2.024 0.255
C -4.446 -0.217 2.799 0.016
C -3.147 0.172 2.893 0.211
C -2.108 -0.524 2.135 0.047
N -2.475 -1.726 1.502 0.254
H -2.039 -6.980 2.482 0.000
H -3.788 -6.730 2.691 0.000
H -2.621 -5.879 3.715 0.000
H -4.722 -4.824 1.976 0.000
H -5.066 -3.303 0.249 0.002
H -3.339 -3.394 -0.195 0.012
H -5.793 -1.670 1.924 0.015
H -5.224 0.322 3.316 -0.004
H -2.822 1.007 3.490 0.009
H -1.164 -0.615 2.679 0.023
C 1.495 -0.344 -1.222 0.012
O 2.006 -1.597 -0.796 0.020
P 1.299 -2.329 0.475 0.051
O 2.359 -3.506 0.657 0.016
C 2.254 -4.728 -0.061 0.003
O 1.617 -1.397 1.719 0.013
C 2.954 -0.970 2.031 0.003
H 2.180 0.038 -1.979 0.001
H 1.435 0.342 -0.377 0.001
H 0.490 -0.454 -1.639 0.008
H 2.834 -5.470 0.484 0.000
H 2.655 -4.607 -1.066 0.000
H 1.210 -5.049 -0.113 0.002
H 2.918 0.105 2.212 0.000
H 3.634 -1.184 1.207 0.000
H 3.281 -1.491 2.929 0.000
C -0.528 1.187 5.446 0.000
C 0.013 2.207 4.440 0.000
C -0.337 3.630 4.863 0.000
C 1.522 2.044 4.279 0.000
O -0.641 1.905 3.183 0.001
Si -0.523 2.357 1.652 0.013
S -1.459 0.577 0.671 0.180
O 0.997 2.385 1.138 0.004
C 1.757 3.295 0.324 0.000
C 3.164 2.706 0.236 0.000
C 1.795 4.665 0.993 0.000
C 1.119 3.390 -1.061 0.001
O -1.331 3.634 1.133 0.005
C -2.610 4.075 0.653 0.001
C -2.845 3.493 -0.741 0.002
C -2.534 5.602 0.593 0.000
C -3.707 3.621 1.610 0.002
H -0.011 1.293 6.395 0.000
H -0.368 0.177 5.074 0.000
H -1.591 1.340 5.615 0.000
H 0.179 3.873 5.788 0.000
H -1.408 3.727 5.029 0.000
H -0.034 4.334 4.092 0.000
H 2.012 2.119 5.246 0.000
H 1.914 2.815 3.622 0.000
H 1.741 1.072 3.846 0.000
H 3.617 2.656 1.223 0.000
H 3.772 3.341 -0.400 0.000
H 3.140 1.706 -0.186 0.000
H 2.307 4.608 1.949 0.000
H 0.785 5.026 1.154 0.000
H 2.325 5.373 0.364 0.000
H 0.965 2.395 -1.473 0.000
H 1.763 3.955 -1.729 0.000
H 0.157 3.886 -0.990 0.000
H -2.092 3.844 -1.441 0.000
H -3.821 3.799 -1.104 0.000
H -2.805 2.406 -0.705 0.002
H -1.678 5.915 -0.001 0.000
H -2.432 6.018 1.591 0.000
H -3.436 6.001 0.139 0.000
H -3.752 2.534 1.641 0.002
H -4.667 4.001 1.276 0.000
H -3.510 3.999 2.610 0.000
C 3.548 3.525 -5.514 0.044
C 3.126 2.123 -5.256 0.214
C 4.062 1.137 -4.934 0.035
C 3.687 -0.168 -4.703 0.090
C 2.338 -0.533 -4.792 0.173
N 1.888 -1.832 -4.555 0.188
C 2.655 -2.959 -4.396 0.014
O 3.853 -3.017 -4.452 0.025
N 1.918 -4.144 -4.220 0.021
C 0.817 -4.443 -3.451 0.001
C 0.334 -5.761 -3.441 0.019
C -0.761 -6.071 -2.661 -0.002
C -1.327 -5.087 -1.863 0.027
N -0.851 -3.840 -1.818 0.037
C 0.170 -3.521 -2.619 0.029
C 1.389 0.446 -5.118 0.094
C 1.782 1.747 -5.341 0.044
H 4.477 3.552 -6.078 0.008
H 3.733 4.049 -4.576 0.019
H 2.782 4.070 -6.057 0.002
H 5.105 1.405 -4.871 -0.002
H 4.431 -0.913 -4.476 0.002
H 0.899 -1.974 -4.709 0.002
H 2.475 -4.951 -4.486 0.000
H 0.815 -6.520 -4.040 0.001
H -1.170 -7.071 -2.657 0.000
H -2.179 -5.318 -1.241 0.001
H 0.511 -2.499 -2.577 0.004
H 0.346 0.180 -5.217 0.002
H 1.038 2.485 -5.594 -0.001
```

The LUMO energy (spin up / spin down) is -5.0 / -9.0 eV. The charge is +2. The HOMO energy (spin up / spin down) is -11.4 / -11.9 eV. As for the expectation value of S²: 6.060. As for the spin multiplicity: 5.


# 6
Density functional theory data (ωB97M-V with the def2-TZVPD basis set) for a cluster of 6 separate species, C48H52ClF7IN2O6P2S in total at a distorted geometry.

Geometry as XYZ:
```
120
Properties=species:S:1:pos:R:3:mulliken_charge:R:1
C -2.344 -1.518 -1.717 -0.805
C -3.567 -0.616 -1.459 -0.772
C -3.174 0.854 -1.288 -0.872
C -2.764 1.192 0.139 -0.327
N -1.429 0.643 0.392 0.551
C -0.640 1.268 1.369 -1.323
C 0.093 2.407 1.025 1.203
C -0.041 2.926 -0.375 -0.673
O 0.219 2.203 -1.267 -0.423
O -0.352 4.232 -0.605 -0.269
C -1.713 4.585 -0.845 -0.273
C -2.457 5.162 0.340 0.423
O -3.275 5.975 0.187 -0.456
Cl -2.051 4.620 1.977 -0.094
C 0.955 3.017 1.946 -0.071
C 1.737 4.220 1.461 -1.405
C 2.820 3.805 0.425 -0.530
C 2.926 4.814 -0.727 -0.869
I 3.287 3.864 -2.609 0.049
C 1.035 2.477 3.240 0.520
P 2.097 3.502 4.380 1.209
O 1.511 4.833 4.361 -0.642
O 3.556 3.422 3.760 -0.503
O 2.231 2.949 5.850 -0.492
N 0.334 1.349 3.557 0.491
P 0.678 0.688 5.216 0.187
S 2.442 -0.077 5.221 -0.303
C -0.516 0.753 2.670 -0.133
C -1.311 -0.495 3.125 -0.156
F -2.351 -0.726 2.327 -0.172
F -1.861 -0.244 4.341 -0.324
C -0.495 -1.850 3.147 1.570
F -1.365 -2.834 2.883 -0.303
F 0.046 -2.093 4.343 -0.154
C 0.603 -1.988 2.048 0.036
F 0.114 -1.696 0.855 -0.115
F 0.994 -3.261 2.048 -0.180
F 1.659 -1.228 2.312 -0.212
H -1.916 -1.764 -0.752 -0.024
H -2.627 -2.453 -2.182 0.417
H -1.597 -1.035 -2.339 0.305
H -4.234 -0.712 -2.307 0.398
H -4.047 -0.980 -0.556 0.326
H -3.979 1.513 -1.603 0.529
H -2.350 1.074 -1.968 0.387
H -2.816 2.260 0.352 -0.073
H -3.490 0.713 0.790 0.435
H -0.906 0.497 -0.458 0.543
H -1.695 5.398 -1.560 0.517
H -2.270 3.775 -1.306 0.229
H 2.224 4.776 2.241 0.861
H 1.027 4.896 1.011 0.148
H 2.526 2.857 -0.017 0.374
H 3.780 3.665 0.905 0.556
H 2.022 5.383 -0.851 0.043
H 3.765 5.473 -0.556 0.572
H 3.717 2.536 3.397 0.400
H 3.034 3.275 6.281 0.324
H -0.264 -0.281 5.540 0.186
H 0.458 1.775 6.070 0.180
C -2.854 9.988 -0.729 -0.607
C -2.231 11.223 -0.831 -0.405
C -0.846 11.308 -0.791 -0.427
C -0.083 10.158 -0.656 -0.519
C -0.707 8.922 -0.557 -0.014
C -2.093 8.836 -0.590 -0.095
H -3.934 9.922 -0.758 0.387
H -2.824 12.121 -0.942 0.368
H -0.361 12.272 -0.866 0.365
H 0.997 10.224 -0.629 0.367
H -0.109 8.023 -0.452 0.308
H -2.576 7.875 -0.509 0.296
C -0.804 -6.397 7.407 -0.373
C -1.485 -5.647 6.459 -0.728
C -0.781 -4.866 5.552 -0.003
C 0.609 -4.843 5.588 -0.043
C 1.287 -5.598 6.535 -0.704
C 0.582 -6.370 7.447 -0.391
H -1.355 -7.003 8.114 0.381
H -2.567 -5.671 6.426 0.385
H -1.317 -4.282 4.820 0.347
H 1.165 -4.243 4.881 0.322
H 2.369 -5.584 6.563 0.376
H 1.113 -6.954 8.186 0.380
C -1.238 -5.412 -5.218 -0.384
C -0.576 -4.470 -5.993 -0.563
C 0.237 -3.520 -5.390 -0.067
C 0.390 -3.518 -4.010 -0.581
C -0.269 -4.463 -3.235 -0.406
C -1.085 -5.409 -3.839 -0.597
H -1.871 -6.152 -5.690 0.386
H -0.691 -4.476 -7.069 0.390
H 0.752 -2.784 -5.995 0.357
H 1.028 -2.779 -3.539 0.408
H -0.145 -4.464 -2.159 0.620
H -1.599 -6.144 -3.233 0.439
C 0.357 -6.376 0.712 -0.384
C 0.442 -6.927 -0.560 -0.547
C -0.345 -8.019 -0.896 -0.545
C -1.223 -8.554 0.037 -0.392
C -1.309 -8.001 1.308 -0.525
C -0.516 -6.913 1.647 -0.292
H 0.975 -5.527 0.974 0.480
H 1.123 -6.506 -1.288 0.531
H -0.274 -8.454 -1.885 0.426
H -1.839 -9.405 -0.225 0.382
H -1.993 -8.420 2.035 0.390
H -0.578 -6.486 2.641 0.478
C 4.428 -0.846 -6.793 -0.456
C 4.721 -1.153 -8.114 -0.339
C 3.714 -1.144 -9.069 -0.405
C 2.414 -0.821 -8.704 -0.337
C 2.122 -0.511 -7.384 -0.459
C 3.128 -0.527 -6.428 -0.308
H 5.214 -0.856 -6.048 0.355
H 5.735 -1.400 -8.400 0.363
H 3.942 -1.389 -10.098 0.370
H 1.630 -0.810 -9.450 0.366
H 1.108 -0.258 -7.100 0.421
H 2.898 -0.291 -5.396 0.431
```

The LUMO energy is -5.2 eV. The charge is +1. The HOMO energy is -10.7 eV.